{
  "formula": "C4H9IS",
  "method": "ωB97M-V/def2-TZVPD",
  "elements": ["C", "C", "C", "C", "S", "I", "H", "H", "H", "H", "H", "H", "H", "H", "H"],
  "positions_angstrom": [[-1.40979, -0.40880, -1.07829], [0.59352, 1.20891, 1.22618], [-0.07247, -0.97873, -0.72197], [1.08728, 0.68870, -0.07801], [-0.03229, -2.15418, 0.59026], [3.06838, -0.10227, -0.00292], [-1.89739, 0.02899, -0.20726], [-2.06341, -1.19157, -1.46946], [-1.30448, 0.35746, -1.84271], [1.21207, 2.04965, 1.54927], [0.64216, 0.44227, 1.99920], [-0.43202, 1.56344, 1.13008], [0.52674, -1.33697, -1.54678], [0.99769, 1.35957, -0.92204], [-0.91598, -1.52649, 1.37443]],
  "forces_ev_per_a": [[-0.06, -0.13, -0.16], [0.14, -0.01, 0.04], [1.76, 2.97, 1.55], [-1.45, -3.03, -1.38], [0.05, -0.26, -0.01], [-0.31, 0.25, -0.01], [0.00, 0.02, 0.03], [-0.07, 0.00, 0.01], [-0.02, 0.10, -0.06], [-0.05, 0.00, 0.08], [-0.03, -0.05, 0.04], [-0.13, 0.03, -0.01], [0.11, -0.01, -0.11], [0.12, 0.09, -0.05], [-0.08, 0.03, 0.04]],
  "orbital_gap_ev": 9.02,
  "spin_multiplicity": 1,
  "total_energy_ha": -853.6235,
  "lumo_ev": 0.69
}

---

{
  "formula": "C21H29Cl2FeN3O8P",
  "method": "ωB97M-V/def2-TZVPD",
  "elements": ["Fe", "O", "C", "O", "C", "C", "C", "C", "C", "O", "C", "C", "O", "O", "H", "H", "H", "H", "H", "H", "H", "H", "Cl", "C", "C", "C", "Cl", "C", "O", "C", "C", "O", "C", "H", "H", "H", "C", "N", "C", "P", "O", "N", "C", "C", "N", "C", "C", "H", "H", "H", "H", "H", "H", "H", "H", "H", "H", "H", "H", "H", "H", "H", "H", "H", "H"],
  "positions_angstrom": [[-0.22047, -0.28669, 0.21370], [-0.48811, -3.52760, 2.24757], [-0.50848, -2.83574, 1.24081], [-1.12108, -1.70585, 1.11748], [0.14939, -3.37149, -0.03882], [-0.62248, -2.89597, -1.27225], [-0.24387, -3.68896, -2.52074], [1.16275, -3.11924, -2.83598], [1.34701, -2.12486, -1.69684], [0.00394, -1.60784, -1.52507], [1.58710, -2.83470, -0.35866], [2.21194, -1.82282, 0.59440], [3.40321, -1.95049, 0.87665], [1.47533, -0.84401, 0.95412], [0.16010, -4.45895, 0.03824], [-1.68403, -2.74895, -1.10658], [-0.94252, -3.49623, -3.33486], [-0.23644, -4.76084, -2.32009], [1.17544, -2.60761, -3.79954], [1.94771, -3.87603, -2.83640], [2.02513, -1.30066, -1.90147], [2.30186, -3.64751, -0.48143], [-3.50887, 6.31620, 0.43294], [-2.72515, 4.76855, 0.70441], [-2.17078, 4.49062, 1.96890], [-1.53600, 3.30949, 2.20746], [-0.83644, 3.01241, 3.76607], [-1.38691, 2.28308, 1.19458], [-0.71289, 1.24692, 1.42007], [-2.01549, 2.60231, -0.04905], [-2.04727, 1.64158, -1.12484], [-1.72240, 0.46370, -1.05399], [-2.64841, 3.83592, -0.28374], [-2.24755, 5.22265, 2.76236], [-2.43314, 2.02628, -2.08927], [-3.08367, 4.03417, -1.25731], [0.00399, 1.46402, -3.82234], [0.64078, 2.46931, -2.97947], [0.56302, 3.82572, -3.47438], [1.68214, 1.93220, -1.81534], [1.06675, 0.86601, -0.99540], [2.98334, 1.29663, -2.60130], [3.94524, 0.53852, -1.80024], [3.48082, 1.74748, -3.88216], [2.21784, 3.20443, -0.92626], [3.23168, 4.12609, -1.39348], [1.58480, 3.59211, 0.32314], [-1.00344, 1.79851, -4.08164], [-0.08654, 0.52172, -3.28278], [0.56031, 1.30309, -4.75398], [-0.48498, 4.11141, -3.60788], [1.06438, 3.94820, -4.44380], [1.00486, 4.51951, -2.76605], [3.50512, 0.22497, -0.85380], [4.83854, 1.13884, -1.59428], [4.25018, -0.36112, -2.34005], [2.75862, 2.39658, -4.37282], [3.66903, 0.89623, -4.54354], [4.42490, 2.29760, -3.77909], [3.68252, 3.77706, -2.31883], [4.02658, 4.22411, -0.64791], [2.82062, 5.12746, -1.57132], [0.97842, 2.77774, 0.69676], [0.96909, 4.49158, 0.20580], [2.36140, 3.79185, 1.06578]],
  "forces_ev_per_a": [[0.28, 0.34, -1.86], [0.01, -0.21, 0.01], [-0.29, 0.43, 0.17], [-0.42, -0.44, 0.49], [0.17, -0.07, -0.20], [0.01, 0.16, 0.02], [0.10, -0.08, -0.01], [-0.02, -0.13, -0.04], [-0.09, 0.19, 0.03], [0.06, -0.14, 0.07], [-0.06, -0.35, -0.15], [-0.19, 0.43, 0.31], [0.22, -0.09, -0.05], [0.38, -0.19, 0.45], [0.02, 0.02, 0.01], [-0.03, 0.06, 0.01], [-0.01, 0.01, 0.00], [0.00, 0.01, -0.02], [0.01, 0.00, 0.00], [-0.01, 0.00, -0.01], [-0.08, 0.00, 0.01], [-0.03, -0.02, 0.05], [0.07, -0.15, 0.04], [0.01, 0.08, 0.12], [-0.10, 0.20, 0.04], [0.06, -0.12, -0.08], [-0.01, 0.00, -0.09], [0.11, -0.11, 0.18], [0.03, 0.14, 0.52], [0.01, -0.11, -0.48], [-0.07, 0.04, 0.39], [0.12, -0.14, -0.11], [0.02, 0.07, -0.03], [0.01, 0.01, -0.02], [-0.12, -0.06, 0.08], [0.00, -0.03, 0.01], [-0.01, 0.05, 0.04], [-0.08, 0.10, -0.22], [-0.09, -0.03, -0.01], [-0.26, -0.68, 0.41], [-0.12, 0.80, -0.02], [0.36, -0.06, -0.21], [-0.03, 0.05, -0.06], [-0.02, -0.10, 0.03], [0.02, 0.28, -0.02], [0.03, -0.03, 0.04], [0.03, 0.04, 0.06], [-0.02, 0.01, -0.01], [0.04, 0.00, 0.05], [0.00, -0.01, -0.03], [0.00, -0.02, 0.01], [0.02, 0.00, -0.01], [0.03, 0.02, 0.07], [-0.03, 0.03, 0.01], [0.03, 0.00, 0.01], [0.03, 0.00, -0.02], [-0.04, 0.02, 0.01], [0.02, -0.03, 0.01], [0.01, 0.02, -0.01], [0.00, -0.02, -0.04], [-0.01, -0.02, 0.02], [-0.02, 0.00, 0.00], [-0.07, -0.15, 0.05], [-0.02, -0.01, 0.00], [-0.01, 0.03, 0.01]],
  "orbital_gap_ev": [6.82, 6.80],
  "spin_multiplicity": 1,
  "total_energy_ha": -4109.4752,
  "lumo_ev": [2.16, 2.16],
  "total_charge": -1
}

---

{
  "formula": "C11H8HgN2O6",
  "method": "ωB97M-V/def2-TZVPD",
  "elements": ["Hg", "O", "C", "O", "C", "C", "C", "C", "C", "N", "C", "O", "O", "H", "H", "H", "H", "O", "C", "C", "C", "C", "O", "N", "H", "H", "H", "H"],
  "positions_angstrom": [[-0.69093, -0.28214, -0.00702], [0.92543, 3.40752, -2.12853], [0.39992, 2.21371, -1.67654], [-0.53026, 2.24070, -0.85493], [1.02750, 1.05278, -2.19712], [2.11937, 1.07077, -3.10350], [2.63870, -0.10372, -3.55567], [2.07581, -1.34014, -3.12969], [1.03528, -1.31884, -2.24037], [0.52932, -0.16187, -1.77227], [0.37997, -2.62397, -1.76118], [0.72877, -3.65946, -2.32746], [-0.48762, -2.49986, -0.84536], [0.40182, 4.07189, -1.66271], [2.51930, 2.02426, -3.41638], [3.47541, -0.09216, -4.24329], [2.42626, -2.29819, -3.47955], [0.76226, -0.15146, 2.74350], [-0.43383, -0.17210, 2.93121], [-1.12010, -0.18907, 4.29044], [-2.60402, -0.09660, 3.95882], [-2.66166, -0.16948, 2.43675], [-3.67964, -0.18729, 1.78278], [-1.38449, -0.19671, 1.93733], [-0.73658, 0.63225, 4.89417], [-0.84707, -1.11892, 4.79019], [-3.05657, 0.84748, 4.26347], [-3.21235, -0.89939, 4.37294]],
  "forces_ev_per_a": [[0.42, -0.18, -0.45], [-0.14, -0.12, 0.07], [0.26, 0.04, -0.08], [-0.03, 0.02, -0.03], [-0.05, 0.14, -0.01], [-0.07, 0.00, 0.02], [-0.01, -0.07, 0.00], [0.01, 0.11, -0.07], [0.04, 0.08, -0.09], [-0.23, -0.06, 0.44], [-0.13, -0.09, -0.12], [0.08, 0.03, 0.06], [-0.06, 0.01, 0.15], [0.02, 0.03, -0.01], [-0.01, 0.01, 0.01], [0.01, -0.03, 0.00], [0.00, -0.01, -0.01], [0.04, 0.00, 0.00], [-0.15, -0.01, -0.01], [0.03, -0.01, 0.00], [-0.02, 0.01, 0.02], [-0.07, -0.01, -0.09], [0.00, 0.01, -0.04], [0.05, 0.08, 0.22], [-0.01, 0.00, 0.00], [0.00, 0.01, 0.01], [0.00, 0.00, 0.01], [0.02, 0.00, 0.00]],
  "orbital_gap_ev": [5.72, 8.65],
  "spin_multiplicity": 2,
  "total_energy_ha": -1138.5028,
  "lumo_ev": [2.99, 2.98],
  "total_charge": -1
}

---

{
  "formula": "C9H13NO2",
  "method": "ωB97M-V/def2-TZVPD",
  "elements": ["C", "C", "C", "C", "C", "O", "C", "C", "H", "H", "H", "H", "H", "H", "H", "H", "C", "C", "N", "O", "H", "H", "H", "H", "H"],
  "positions_angstrom": [[-1.74039, -1.69463, -1.32962], [-0.51334, -1.36087, -0.59497], [0.70285, -1.68630, -1.05518], [1.81971, -1.36266, -0.21617], [1.55504, -0.91562, 1.11352], [2.57689, -0.47695, 1.85901], [0.24948, -0.88158, 1.54292], [-0.82416, -1.13431, 0.75321], [-2.50651, -0.77800, -1.11576], [-2.28473, -2.52039, -0.99293], [-1.67949, -1.68197, -2.42598], [1.02120, -2.11938, -2.03291], [2.79748, -1.38657, -0.40294], [2.56411, -0.83379, 2.85209], [0.05273, -0.66408, 2.56986], [-1.86943, -1.02084, 1.04498], [-1.27549, 2.09373, 0.14045], [-0.15752, 2.66179, -0.69514], [1.13209, 2.31486, -0.23855], [-0.16497, 3.53677, -1.53101], [-2.14308, 1.97427, -0.50325], [-1.42779, 2.73113, 1.03706], [-1.07000, 1.20368, 0.63036], [1.96896, 2.61105, -0.60199], [1.21637, 1.39064, 0.19293]],
  "forces_ev_per_a": [[-2.48, 4.15, -1.84], [-3.12, -2.13, 0.47], [4.63, 0.62, 0.03], [-4.78, 0.68, 2.67], [-0.44, -1.10, -2.79], [1.37, -0.83, 3.85], [-0.61, 0.06, 1.99], [1.34, 0.70, -1.21], [1.51, -1.97, -0.58], [-0.47, -1.58, 0.51], [0.25, -0.32, 0.28], [-1.12, 0.56, 0.63], [3.72, -0.51, -1.54], [-0.27, 1.17, -3.32], [0.10, 0.31, 0.77], [0.47, -0.15, 0.16], [-0.58, 1.74, -0.52], [3.70, 0.99, 0.79], [-3.20, -2.94, 2.10], [-1.79, -0.06, -0.43], [-0.31, 0.26, 0.34], [-0.29, 0.35, -0.98], [0.78, -1.88, 0.21], [1.67, 1.27, -1.59], [-0.06, 0.60, -0.03]],
  "smiles": "Cc1ccc(O)cc1.CC(N)=O",
  "orbital_gap_ev": 9.26,
  "spin_multiplicity": 1,
  "total_energy_ha": -555.9261,
  "lumo_ev": 0.45
}